{"formula": "C40H69Br4F6N2O7P", "method": "ωB97M-V with the def2-TZVPD basis set", "elements": ["C", "C", "C", "C", "C", "C", "C", "C", "C", "P", "N", "N", "C", "O", "C", "C", "O", "C", "F", "F", "F", "C", "Br", "C", "C", "Br", "C", "C", "C", "C", "F", "Br", "C", "F", "F", "Br", "C", "C", "C", "O", "H", "H", "H", "H", "H", "H", "H", "H", "H", "H", "H", "H", "H", "H", "H", "H", "H", "H", "H", "H", "H", "H", "H", "H", "H", "H", "H", "H", "H", "H", "H", "H", "H", "H", "H", "H", "H", "C", "C", "C", "O", "C", "H", "H", "H", "H", "H", "H", "H", "H", "C", "C", "C", "O", "C", "H", "H", "H", "H", "H", "H", "H", "H", "C", "C", "C", "O", "C", "H", "H", "H", "H", "H", "H", "H", "H", "C", "C", "C", "O", "C", "H", "H", "H", "H", "H", "H", "H", "H"], "positions_angstrom": [[-3.4533, 1.5068, -2.2530], [-4.3505, 2.4333, -1.3791], [-5.5103, 1.6616, -0.6682], [-5.8770, 2.2693, 0.7261], [-5.5632, 1.2719, 1.8998], [-5.0701, 1.9830, 3.1849], [-3.5375, 2.2094, 3.2324], [-2.7308, 0.8602, 3.3870], [-1.3595, 0.8584, 2.6647], [-1.9174, 0.6338, 0.8471], [-2.7228, -0.7027, 0.5398], [-0.5838, 2.1214, 2.5536], [0.7402, 2.0952, 3.0219], [1.4881, 2.9943, 2.7770], [0.9280, 0.7961, 3.8580], [2.3416, 0.1448, 3.9047], [3.3130, 0.9506, 3.1920], [4.5570, 0.4722, 3.3455], [5.3823, 1.2907, 2.6756], [4.7279, -0.7405, 2.8153], [4.9783, 0.4803, 4.6211], [0.7667, 1.3264, 5.3291], [-0.9060, 2.2536, 5.7502], [1.9682, 2.3490, 5.7050], [2.7390, 1.8519, 6.9644], [1.2549, 4.1295, 6.2417], [-0.2232, -0.0816, 3.2094], [-0.6197, -0.9981, 4.4593], [-1.3839, -2.3023, 4.0972], [-2.1907, -2.8750, 5.3006], [-2.6132, -4.1193, 4.9161], [-3.7731, -1.8043, 5.6858], [-1.2600, -3.0544, 6.5392], [-0.0551, -3.5180, 6.1711], [-1.1032, -1.9338, 7.2449], [-2.0517, -4.4074, 7.7287], [0.1951, -1.1617, 2.1798], [1.1841, -0.5256, 1.0975], [1.5008, -1.4497, -0.0935], [2.4573, -1.1418, 0.9966], [-3.6408, 1.6235, -3.3344], [-3.5960, 0.4355, -2.0259], [-2.3902, 1.7593, -2.0952], [-3.7244, 3.0052, -0.6740], [-4.8209, 3.1546, -2.0736], [-5.1929, 0.6071, -0.5877], [-6.3890, 1.6557, -1.3331], [-5.4107, 3.2555, 0.8852], [-6.9760, 2.3859, 0.7178], [-4.8344, 0.5212, 1.5369], [-6.4861, 0.7013, 2.1089], [-5.5359, 2.9839, 3.2471], [-5.3342, 1.3852, 4.0756], [-3.1712, 2.8332, 2.3992], [-3.3247, 2.7825, 4.1558], [-2.6858, 0.6700, 4.4648], [-3.4047, 0.0871, 2.9741], [-0.8200, 0.7941, -0.0307], [-2.7705, 1.7405, 0.5822], [-2.7571, -1.2705, 1.3845], [-1.0844, 3.0012, 2.5697], [2.6665, -0.0597, 4.9401], [2.3685, -0.8414, 3.4080], [0.8570, 0.5247, 6.0768], [2.6188, 2.5695, 4.8533], [2.7834, 0.7511, 6.9946], [2.2556, 2.2159, 7.8840], [3.7523, 2.2833, 6.9397], [-1.2168, -0.4636, 5.2118], [0.3190, -1.3007, 4.9577], [-2.1222, -2.1380, 3.2973], [-0.7110, -3.1249, 3.8069], [0.8474, -1.9451, 2.6036], [-0.6213, -1.6300, 1.6213], [1.0902, 0.5548, 0.8864], [1.1145, -2.4678, -0.0625], [1.6964, -0.9046, -1.0152], [1.7331, 3.3535, -1.0976], [1.1464, 4.1110, -2.2835], [-0.3333, 3.7724, -2.1647], [-0.5946, 3.5908, -0.7670], [0.6368, 3.5139, -0.0595], [2.6960, 3.7349, -0.7605], [1.8563, 2.2969, -1.3562], [1.2982, 5.1855, -2.1523], [1.5725, 3.8225, -3.2441], [-0.5655, 2.8358, -2.6815], [-0.9833, 4.5553, -2.5585], [0.7622, 4.4432, 0.5055], [0.5922, 2.6901, 0.6410], [-7.7816, -1.0998, -4.8667], [-6.4207, -1.0514, -5.5420], [-5.7097, 0.0220, -4.7340], [-6.2469, -0.0369, -3.4080], [-7.4145, -0.8658, -3.4104], [-8.3186, -2.0348, -5.0248], [-8.4073, -0.2809, -5.2319], [-5.9112, -2.0108, -5.4199], [-6.4652, -0.8230, -6.6066], [-5.9104, 1.0214, -5.1365], [-4.6297, -0.1265, -4.6965], [-7.1623, -1.8061, -2.9085], [-8.2114, -0.3755, -2.8487], [5.6464, -2.1659, -3.0020], [5.0486, -1.4446, -4.1922], [3.5764, -1.7979, -4.0690], [3.3103, -1.9639, -2.6684], [4.5558, -2.0105, -1.9554], [6.6047, -1.7599, -2.6785], [5.7862, -3.2235, -3.2429], [5.1849, -0.3652, -4.0786], [5.4786, -1.7437, -5.1485], [3.3518, -2.7453, -4.5697], [2.9222, -1.0259, -4.4777], [4.6654, -1.0707, -1.4038], [4.5369, -2.8322, -1.2383], [8.9124, -4.1973, -7.0465], [8.3089, -3.4716, -8.2366], [6.8387, -3.8295, -8.1074], [6.5727, -3.9990, -6.7087], [7.8208, -4.0448, -6.0004], [9.8701, -3.7904, -6.7233], [9.0543, -5.2540, -7.2880], [8.4430, -2.3927, -8.1209], [8.7357, -3.7665, -9.1947], [6.6147, -4.7761, -8.6105], [6.1816, -3.0578, -8.5112], [7.9303, -3.1038, -5.4494], [7.8062, -4.8676, -5.2842]], "homo_ev": -8.48, "fmax_ev_per_a": 4.04, "gap_ha": 0.32282, "lumo_energy_ev": 0.31, "e_tot_ev": -365670.7391}



{"formula": "C24H53O32PS8", "method": "ωB97M-V with the def2-TZVPD basis set", "elements": ["C", "C", "C", "C", "C", "C", "C", "C", "P", "H", "H", "H", "H", "H", "H", "H", "H", "H", "H", "H", "H", "H", "H", "H", "H", "H", "H", "H", "H", "H", "O", "S", "O", "O", "C", "C", "O", "H", "H", "H", "H", "O", "S", "O", "O", "C", "C", "O", "H", "H", "H", "H", "O", "S", "O", "O", "C", "C", "O", "H", "H", "H", "H", "O", "S", "O", "O", "C", "C", "O", "H", "H", "H", "H", "O", "S", "O", "O", "C", "C", "O", "H", "H", "H", "H", "O", "S", "O", "O", "C", "C", "O", "H", "H", "H", "H", "O", "S", "O", "O", "C", "C", "O", "H", "H", "H", "H", "O", "S", "O", "O", "C", "C", "O", "H", "H", "H", "H"], "positions_angstrom": [[-0.0239, 2.4718, -1.3821], [-0.7787, 2.0504, -0.1623], [-1.8500, 1.0055, -0.4227], [-1.5746, -0.3347, 0.1885], [-0.6240, -1.1990, -0.6175], [-1.2120, -2.5009, -1.0584], [-0.2995, -3.3671, -1.8990], [-0.4755, -3.2691, -3.3903], [0.8306, -2.1898, -4.2468], [0.6100, 3.3124, -1.1716], [-0.6962, 2.7782, -2.1620], [0.6103, 1.6910, -1.7512], [-0.0881, 1.6658, 0.5632], [-1.2205, 2.9185, 0.2861], [-2.7867, 1.3620, -0.0351], [-1.9961, 0.8888, -1.4828], [-1.2228, -0.1967, 1.1756], [-2.5107, -0.8533, 0.2801], [-0.2558, -0.6465, -1.4655], [0.2344, -1.4473, -0.0202], [-1.4721, -3.0278, -0.1592], [-2.1281, -2.3217, -1.5915], [-0.4299, -4.3861, -1.5983], [0.7287, -3.1148, -1.6538], [-0.4397, -4.2344, -3.8648], [-1.4316, -2.8348, -3.6216], [0.2869, -2.5233, -5.5194], [0.4579, -1.0658, -3.4741], [1.8657, -2.9538, -3.6817], [1.8223, -1.3580, -4.9309], [0.7589, 0.5343, 5.3226], [0.8383, 0.8322, 3.9408], [-0.3368, 0.8293, 3.1592], [1.9285, -0.1048, 3.2886], [2.9313, 0.6886, 2.6039], [2.9701, 1.9722, 3.3951], [1.5757, 2.2085, 3.7266], [2.6029, 0.8489, 1.5759], [3.8797, 0.1645, 2.6186], [3.3490, 2.8150, 2.8282], [3.5353, 1.8559, 4.3130], [2.8295, -4.6001, 9.0666], [3.1237, -3.2504, 8.7888], [4.4178, -2.7436, 9.0503], [2.0338, -2.3408, 9.4878], [1.3912, -1.4787, 8.5222], [1.4441, -2.2760, 7.2454], [2.7546, -2.8952, 7.2920], [1.9545, -0.5480, 8.4450], [0.3776, -1.2743, 8.8486], [1.3694, -1.6574, 6.3626], [0.6839, -3.0537, 7.2230], [-1.4671, -0.5287, -5.7860], [-2.1853, 0.6157, -6.1967], [-2.4028, 0.8729, -7.5682], [-1.5444, 1.8851, -5.5118], [-2.5346, 2.6145, -4.7554], [-3.4992, 1.5371, -4.3096], [-3.5818, 0.6663, -5.4595], [-3.0067, 3.3475, -5.4094], [-2.0418, 3.1144, -3.9284], [-4.4910, 1.9155, -4.0881], [-3.1170, 0.9684, -3.4618], [6.5727, 3.2690, 5.1835], [6.4899, 1.8667, 5.0969], [5.8625, 1.2601, 3.9810], [5.8382, 1.3135, 6.4258], [6.6955, 0.3238, 7.0412], [8.0833, 0.7678, 6.6388], [7.9121, 1.2054, 5.2738], [6.4441, -0.6567, 6.6452], [6.5314, 0.3365, 8.1115], [8.8081, -0.0384, 6.6551], [8.4396, 1.6064, 7.2375], [0.3955, 6.5342, -8.9419], [-0.7077, 5.8286, -9.4616], [-1.8946, 6.5029, -9.8087], [-1.0346, 4.6238, -8.4727], [-1.0022, 3.3672, -9.1715], [0.0044, 3.5904, -10.2757], [-0.2614, 4.9386, -10.7007], [-1.9950, 3.1601, -9.5721], [-0.7181, 2.5771, -8.4865], [-0.1292, 2.9187, -11.1168], [1.0309, 3.5290, -9.9109], [-1.3638, -1.9624, 6.2074], [-1.9910, -2.3639, 5.0076], [-2.9779, -1.5592, 4.4096], [-2.5313, -3.8397, 5.2098], [-1.9918, -4.7227, 4.2085], [-0.6354, -4.1270, 3.9000], [-0.8825, -2.7101, 3.9212], [-2.6497, -4.7139, 3.3391], [-1.9331, -5.7239, 4.6222], [-0.2606, -4.4003, 2.9192], [0.1036, -4.3747, 4.6640], [-2.1870, 5.2435, 7.9055], [-2.8142, 4.8055, 6.7215], [-3.8494, 5.5615, 6.1366], [-3.2844, 3.3022, 6.9368], [-2.7321, 2.4402, 5.9244], [-1.4184, 3.1007, 5.5794], [-1.7266, 4.5059, 5.6021], [-3.4104, 2.4116, 5.0711], [-2.6104, 1.4420, 6.3325], [-1.0696, 2.8303, 4.5899], [-0.6503, 2.8901, 6.3246], [-1.3539, -5.3899, -9.7289], [-2.0731, -4.2490, -10.1376], [-2.2680, -3.9738, -11.5053], [-1.4546, -2.9815, -9.4041], [-2.4628, -2.2795, -8.6554], [-3.4334, -3.3658, -8.2555], [-3.4920, -4.2086, -9.4185], [-2.9320, -1.5375, -9.3025], [-2.0060, -1.7897, -7.8053], [-4.4291, -2.9904, -8.0431], [-3.0658, -3.9488, -7.4092]], "homo_ev": -8.30, "fmax_ev_per_a": 1.21, "gap_ha": 0.30177, "lumo_energy_ev": -0.09, "e_tot_ev": -187228.5433}



Q: Which formula does entry 1 have?
A: C40H69Br4F6N2O7P